# 1
DFT (the ωB97M-V functional and the def2-TZVPD basis) results for 10 unconnected molecules or ions with the total composition C51H129N7O17.

CARTESIAN COORDINATES (ANGSTROEM)
O  -2.01148  5.74341  -6.97939
O  -6.37028  -5.26349  4.65458
O  1.71979  -2.40641  -5.65606
O  1.59459  -4.44444  10.90734
O  -0.48846  2.59259  8.12988
O  -3.07953  -6.53290  -6.58493
O  10.32996  3.64300  -10.40393
O  0.26736  -0.52403  -0.11202
O  0.48040  2.45022  11.74433
O  4.95189  -2.11816  5.86233
O  7.50934  -0.31531  -6.67441
O  -6.18553  -1.14847  2.70915
O  2.57767  -5.45608  -1.90182
O  -4.49062  -2.05746  -4.86722
O  -0.82147  -2.52699  3.47608
O  -3.21550  9.16849  -10.37974
O  0.05867  9.02432  2.19443
N  3.14408  -2.74922  9.09619
N  9.70885  1.63010  -7.16891
N  -8.16541  -2.94618  4.21553
N  0.69224  4.61925  9.94047
N  -2.23037  8.83206  -7.61084
N  -5.29275  -4.91015  -5.61183
N  0.84375  -3.53482  -3.16247
C  -6.04856  -3.64161  -5.76474
C  0.39670  -2.11980  -5.10439
C  -1.87050  8.88486  -10.06338
C  4.68803  -1.84813  4.50972
C  1.39817  -4.95617  -1.26912
C  0.54046  8.72668  4.59041
C  8.29153  1.97382  -6.96012
C  -2.10397  -7.50872  -6.43290
C  -0.01097  -3.39863  -4.34399
C  -5.76904  0.10983  2.21107
C  4.25552  -2.70332  8.14255
C  -1.92301  6.84293  -6.05826
C  -3.32811  10.31824  -11.21210
C  0.38388  -4.66469  -2.39287
C  -2.29178  -3.22592  5.27690
C  0.92629  6.97133  2.82321
C  -2.83395  7.98936  -6.60430
C  -7.72976  -5.45290  4.30667
C  -1.77196  8.08815  -8.75569
C  3.69666  -5.63452  -0.98651
C  9.77400  2.71043  -11.34221
C  1.40119  4.01839  8.79102
C  -2.16033  -2.55501  3.88349
C  3.84892  -2.51362  6.64566
C  -2.86370  -3.41879  2.81222
C  2.11546  -1.46276  -6.67761
C  -1.32683  4.50407  -6.65583
C  0.33601  3.70642  7.70285
C  2.52727  0.18514  -0.54904
C  1.37631  4.63193  11.20144
C  -7.60784  -1.40415  2.40421
C  -8.14576  -2.78207  2.76901
C  0.09158  1.31768  8.22593
C  0.62062  -4.81471  11.87949
C  10.12202  3.37418  -8.99502
C  -5.71494  -2.70033  -4.63669
C  -4.42245  -6.98862  -6.61414
C  -8.67191  -4.27622  4.66135
C  -5.31475  -5.76284  -6.79623
C  7.69526  0.98139  -5.98592
C  7.19406  -1.41781  -5.82670
C  -4.18948  -1.11986  -3.81245
C  0.93700  8.45374  3.14189
C  -5.61425  -6.42217  4.27510
C  0.99335  -3.89296  9.77468
C  0.97350  1.38952  1.11461
C  1.65228  3.22771  11.72527
C  0.73653  1.02450  11.90067
C  10.14997  1.86235  -8.55778
C  1.10774  0.59382  -0.12768
C  2.08137  -3.64062  8.65671
H  3.41198  -3.41713  6.22041
H  -4.56034  -7.68144  -7.44425
H  0.32604  -1.15523  -4.60168
H  -1.17851  9.71924  -10.17762
H  0.62362  9.80263  4.74369
H  9.74694  0.63365  -7.00846
H  1.96787  -0.43918  -6.33323
H  2.11325  4.67918  8.29659
H  -1.83023  -4.20515  5.14962
H  -2.96196  9.47339  -7.88209
H  -0.66571  -4.56309  -2.11695
H  9.21229  3.90491  -8.71426
H  -0.81964  8.66374  2.33636
H  1.14406  6.75139  1.77807
H  0.35706  -5.52137  -3.06629
H  1.57624  6.40911  3.49373
H  5.54304  -1.52775  3.91440
H  3.85311  -1.16226  4.36623
H  1.74479  -3.81759  -3.52063
H  -7.84061  -1.25643  1.34965
H  -1.07723  -3.35640  -4.12170
H  11.15040  1.47109  -8.74251
H  -7.20099  -2.81415  4.48488
H  1.24292  0.78651  12.83609
H  1.01916  1.25928  8.79541
H  6.20627  -1.43425  -5.36614
H  -0.45792  0.63776  8.87698
H  -2.12617  -7.80504  -5.38418
H  -3.33876  -3.43274  5.49859
H  -4.31990  10.52182  -11.61585
H  3.22694  0.98873  -0.77884
H  3.45294  -2.95831  10.03479
H  -0.88700  7.14782  -5.91054
H  -0.08066  6.58955  2.99170
H  -0.27651  4.58534  7.50183
H  -1.65756  8.13108  -10.82138
H  -1.75827  -2.64803  6.03156
H  2.29219  5.22289  11.19648
H  8.12918  3.00977  -6.66256
H  -0.50295  8.50346  4.81309
H  -4.57994  -6.13477  4.46404
H  1.35545  0.60092  11.10971
H  -4.88867  -5.29960  -7.68615
H  0.11451  -4.22269  -5.04634
H  -2.56335  -1.54311  3.92533
H  -9.65586  -4.46349  4.23139
H  -5.58559  -6.74401  3.23408
H  1.42828  2.37703  1.03641
H  4.99728  -1.92519  8.32259
H  -6.52713  0.88086  2.34863
H  -4.88156  0.43083  2.75644
H  -1.91333  3.70051  -7.10123
H  -3.09217  11.19593  -10.61034
H  -0.27304  4.50900  -6.93442
H  -4.07300  -1.71538  -2.90696
H  4.86143  -3.60713  8.07848
H  1.90769  8.88076  2.88986
H  0.23507  -4.58730  9.41272
H  -2.19539  -8.33498  -7.13790
H  1.07564  -5.67384  -0.51478
H  3.18907  -1.64605  6.65069
H  -6.34508  -6.07135  -6.97327
H  -0.08885  1.49563  1.33430
H  8.39193  0.81732  -5.16383
H  -7.43453  -3.49402  2.35022
H  -5.35423  0.06110  1.20426
H  2.98072  -0.57772  0.08383
H  1.19923  -5.23991  12.69956
H  -0.83923  -2.09091  2.62102
H  -2.36075  -4.38038  2.70983
H  8.69014  2.81734  -11.38622
H  6.74001  1.31177  -5.57794
H  -5.73456  -3.10173  -6.65805
H  7.75398  1.85635  -7.90104
H  0.14704  -3.91023  12.26124
H  -0.13320  -5.50501  11.50090
H  2.46991  2.78375  11.15739
H  -8.08350  -6.28876  4.91026
H  -0.23947  0.54066  11.86295
H  -0.72354  7.81175  -8.64387
H  4.41354  -6.20213  -1.57982
H  -9.12529  -2.97310  2.33066
H  -8.19472  -0.63541  2.90692
H  -8.75067  -4.31243  5.74790
H  2.10825  3.35920  12.70654
H  0.40544  -1.12932  -0.84425
H  -1.12476  -7.07306  -6.63150
H  0.72455  3.28660  6.77501
H  4.30466  -2.79504  4.12958
H  -2.28176  7.13561  -8.90017
H  0.56209  -2.91810  10.00219
H  7.12608  -2.24812  -6.52959
H  3.17059  -1.53199  -6.94219
H  1.33404  0.81723  1.96936
H  -2.26379  6.53040  -5.07120
H  -4.58467  -7.56379  -5.70256
H  -5.96101  -7.30984  4.80417
H  -4.94428  -0.34138  -3.70134
H  -3.18662  -0.69800  -3.87882
H  -7.91575  -5.72761  3.26838
H  -1.31703  4.21755  -5.60421
H  -5.74405  -3.24104  -3.69072
H  1.22079  8.13742  5.20526
H  -2.90272  8.61412  -5.71378
H  0.81276  5.21005  11.93376
H  9.49555  1.31030  -9.23236
H  1.98326  3.13545  9.05500
H  -3.80573  7.60607  -6.91546
H  -0.30464  -2.09232  -5.93835
H  -6.54404  -2.03270  -4.40219
H  -2.64276  10.19136  -12.05012
H  0.27185  0.84881  7.25858
H  7.98459  -1.58588  -5.09532
H  2.42207  -4.64002  8.38611
H  4.19080  -4.68534  -0.77924
H  -4.34133  -4.57457  -5.56392
H  1.49904  -3.21205  7.84104
H  10.08932  1.67355  -11.22576
H  -7.11607  -3.79442  -5.92340
H  2.56976  -0.28044  -1.53369
H  0.67675  1.22612  -0.90392
H  1.53738  -4.02967  -0.71205
H  3.59121  -6.19625  -0.05837
H  10.11360  3.07417  -12.31198
H  10.89146  3.94576  -8.47601
H  -2.89433  -2.83423  1.89273
H  1.54585  -1.61149  -7.59496
H  -3.89203  -3.60752  3.12047
H  -0.10308  4.01793  10.10161

Output
- ΔE to the lowest compared entry with this formula, charge and spin: 125.0 kcal/mol
- Charge: 0

***

# 2
DFT (the ωB97M-V functional and the def2-TZVPD basis) results for a molecular structure, C51H28Cl4N5O4Rb.

CARTESIAN COORDINATES (ANGSTROEM)
Rb  1.82794  -0.03232  -1.81608
Cl  4.69870  3.43722  7.36634
Cl  -0.90438  8.63214  -3.62433
Cl  -0.36262  -7.03868  4.88836
Cl  -5.25031  -3.67452  -6.78094
O  3.59325  -4.91364  -0.11551
O  3.06638  -0.36395  -4.27871
O  1.48748  -1.27652  -5.60884
O  3.53900  -2.60594  0.00037
N  2.20684  -0.87647  0.91528
N  -0.81981  0.79923  -1.70086
N  2.69887  -2.65392  -2.61941
N  0.05437  -2.02758  -0.95041
N  1.11311  1.76606  0.29835
C  -1.42347  2.17527  -3.42063
C  1.36788  -5.76682  1.50982
C  -2.57320  -1.89680  -3.60510
C  0.23079  -6.02066  3.59827
C  2.31262  -1.27073  -4.67317
C  2.00404  -3.79226  -4.58486
C  -1.00245  5.37763  -1.30338
C  -0.72586  2.04535  -2.15929
C  2.52972  -0.25955  2.02317
C  -0.21320  4.46233  -1.99623
C  2.85877  -3.75099  -0.44478
C  2.14950  3.52303  1.35791
C  0.33853  -3.14681  -0.33021
C  -1.90630  0.93128  -3.71535
C  2.44769  1.13930  2.26247
C  1.99439  -4.99351  -3.90192
C  3.07549  -2.43884  2.42086
C  -2.03581  -2.69022  -4.61576
C  1.19149  -4.39054  1.55448
C  4.81114  1.87758  5.14496
C  -1.49806  0.07693  -2.63014
C  0.89112  -6.58890  2.52915
C  0.02402  -4.65017  3.66462
C  2.28328  2.60137  4.28625
C  1.88492  2.06665  1.32894
C  -1.49958  -3.61428  -1.53428
C  -1.66964  -1.32045  -2.56921
C  -2.85058  -3.23060  -5.59968
C  -1.07170  -2.25469  -1.71674
C  2.79177  3.14324  5.45545
C  2.62900  -3.79800  -1.94527
C  2.54144  -2.24253  1.00318
C  0.14889  6.13628  -3.71534
C  -3.93952  -1.63817  -3.60304
C  3.01196  1.68712  3.50791
C  1.51974  4.04949  0.29457
C  0.49859  -3.85103  2.64283
C  -4.76937  -2.18633  -4.57056
C  -4.21161  -2.98120  -5.55709
C  2.30156  -5.00340  -2.54929
C  0.83257  2.93715  -0.37481
C  3.04985  -1.25611  3.02122
C  -0.63337  -4.17030  -0.63565
C  4.05378  2.76878  5.88418
C  -1.21739  6.65489  -1.79813
C  1.60034  -3.41772  0.46364
C  0.35352  4.86155  -3.20502
C  0.02153  3.08418  -1.47333
C  -0.63849  7.02158  -3.00081
C  2.37575  -2.62748  -3.91180
C  4.29680  1.35878  3.96643
H  0.32938  -2.78059  2.66789
H  -2.36300  -4.07939  -1.98604
H  -1.53098  3.06242  -4.02521
H  0.59855  6.44043  -4.65067
H  3.34258  -1.04807  4.03940
H  0.96863  4.15537  -3.74920
H  -1.83017  7.36416  -1.25750
H  2.77582  4.04150  2.06845
H  -1.44723  5.07377  -0.36417
H  -4.35367  -1.00277  -2.83023
H  1.72649  -5.91446  -4.40769
H  -0.96339  -2.84707  -4.64507
H  -2.44011  0.63558  -4.60546
H  -0.50801  -4.22363  4.50418
H  5.80656  1.61075  5.47622
H  4.91034  0.69717  3.36863
H  -0.65885  -5.17564  -0.24247
H  3.40239  -3.37888  2.84511
H  1.87240  -6.21613  0.66756
H  1.51407  5.08172  -0.02190
H  1.28624  2.87168  3.96200
H  1.02898  -7.66082  2.48288
H  -5.83447  -1.99761  -4.56648
H  2.20500  3.83845  6.04210
H  2.27545  -5.91692  -1.97117
H  1.71737  -3.71231  -5.62412
H  3.91953  -4.78041  0.78188
H  -2.43393  -3.83052  -6.39720

Output
- Charge: -2

***

DFT total energy values, unit Eh, following the record order: -3682.39704, -4399.99640.